Record 1
Computed, not measured: a 2-piece molecular cluster, CH6OP2S overall in a non-equilibrium geometry, with wB97M-V/def2-TZVPD.

XYZ file:
```
11
Properties=species:S:1:pos:R:3:forces:R:3
C 0.34346 0.40209 -1.94629 0.52 1.30 1.71
O -0.77170 -1.89810 0.81635 0.07 -0.99 0.18
P -1.30303 -0.48215 1.44105 -1.38 -0.14 -0.10
P 0.33716 0.68184 0.78006 1.96 0.41 -1.27
S 0.22223 2.51807 1.25131 -0.41 1.52 0.29
H 1.15205 1.10884 -2.21284 -0.66 -0.46 0.37
H 0.63295 -0.60693 -1.86683 0.20 -1.09 -0.36
H -0.65875 0.65411 -2.27420 0.07 -0.07 0.23
H -0.70830 -1.81986 -0.12574 -0.06 -0.24 -0.96
H -0.80061 -0.80540 2.68625 0.31 0.25 0.81
H 1.55453 0.24749 1.45087 -0.64 -0.47 -0.89
```
Positions in Å, forces in eV/Å.

Results
Orbital gap (spin up / spin down) in eV: 7.06 / 7.48

Record 2
Computed, not measured: a 2-piece molecular cluster, C3H8N2 overall in a non-equilibrium geometry, with wB97M-V/def2-TZVPD.

XYZ file:
```
13
Properties=species:S:1:pos:R:3:forces:R:3
C 0.84038 -1.50798 3.61329 0.92 0.70 1.90
N 2.12975 -1.44314 3.69407 -5.42 0.18 -2.68
H 0.19189 -2.37802 3.29828 0.98 0.69 -0.53
H 0.25446 -0.66651 4.16268 0.80 -0.77 -1.20
H 2.61803 -1.74421 4.46226 2.71 -0.79 2.48
C -1.36111 0.15885 -3.15817 -0.51 2.83 3.49
C -0.36462 0.76308 -2.43941 2.94 -2.04 -1.86
N -0.23274 1.80669 -1.44096 -2.74 1.01 -1.43
H -2.31219 0.75226 -2.96160 0.49 -1.60 -0.63
H -1.30474 -0.89339 -3.43582 0.04 0.69 -0.72
H 0.71227 0.38723 -2.73568 -1.93 0.48 1.03
H 0.02912 2.67320 -1.95491 0.42 -0.68 0.55
H -1.20050 2.09194 -1.10405 1.30 -0.70 -0.40
```
Positions in Å, forces in eV/Å.

Results
Multiplicity: 2
Charge: +1
Orbital gap (spin up / spin down) in eV: 3.19 / 2.33

Record 3
Computed, not measured: a 15-piece molecular cluster, C60H75F5N10O30 overall in a non-equilibrium geometry, with wB97M-V/def2-TZVPD.

XYZ file:
```
180
Properties=species:S:1:pos:R:3:forces:R:3
C 5.31160 -0.28700 -4.46342 -1.99 0.36 1.09
C 4.44073 -1.35631 -3.70957 -0.37 2.18 0.67
O 4.39912 -0.74138 -2.32584 -0.74 -1.12 -1.41
C 5.04498 0.42631 -2.27171 0.25 -0.76 -0.47
O 5.12644 1.09152 -1.27910 0.05 0.18 -0.25
O 5.63795 0.69319 -3.44260 0.33 0.06 -0.34
F 4.99540 -2.55472 -3.57646 0.57 -0.23 0.28
H 4.71520 0.25902 -5.21553 0.27 -0.56 0.23
H 6.17788 -0.72219 -4.89065 0.93 -0.28 -0.25
H 3.42824 -1.46510 -4.15587 0.68 0.22 0.84
C -3.35716 -2.76172 -3.68724 0.75 -2.29 -1.78
C -3.74519 -2.57724 -5.18628 -1.41 -0.61 1.26
O -4.74408 -1.57895 -5.06555 0.21 -0.85 -1.84
C -4.91901 -1.15004 -3.80595 1.06 -0.53 -0.69
O -5.59895 -0.23503 -3.53211 -0.86 0.70 0.78
O -4.14833 -1.88402 -2.99930 -0.46 1.21 1.79
F -4.27484 -3.79012 -5.70207 0.07 1.19 0.61
H -2.29373 -2.66324 -3.51800 0.12 0.72 0.13
H -3.60893 -3.78787 -3.37437 -0.11 0.21 -0.23
H -3.03591 -2.28378 -5.92596 0.69 0.41 -0.10
C 1.27193 -1.02546 4.16582 0.75 0.50 1.09
C 1.96269 -1.87174 5.26236 0.08 1.00 -0.17
O 1.61106 -3.13264 4.88848 -0.89 -2.62 -0.80
C 0.83795 -3.21501 3.69434 1.48 1.78 1.43
O 0.41388 -4.20947 3.20989 0.19 0.24 0.24
O 0.78684 -1.95808 3.20838 -0.71 -0.96 -0.08
F 1.39942 -1.55439 6.50106 -0.27 -0.28 -0.28
H 1.96092 -0.35415 3.67402 -0.10 0.14 0.01
H 0.46498 -0.49492 4.69808 0.14 -0.06 -0.78
H 3.04764 -1.79410 5.47856 -0.58 0.06 -0.75
C 2.42642 -4.44576 0.64461 -0.66 -1.66 0.21
C 2.05630 -3.05557 0.22608 -0.94 -0.85 -0.23
O 1.88893 -3.14265 -1.14747 0.84 -0.84 -1.34
C 2.59258 -4.27643 -1.61318 -1.36 0.76 0.68
O 2.73811 -4.58788 -2.74053 0.05 0.39 -0.84
O 2.93336 -5.00797 -0.57699 0.57 -0.60 0.80
F 3.08374 -2.24670 0.49732 0.83 1.29 0.40
H 1.56335 -5.06220 0.98357 0.36 0.55 -0.37
H 3.19218 -4.54728 1.40635 0.15 0.44 -0.01
H 1.11180 -2.69827 0.60113 -0.05 0.52 0.65
C 5.83967 1.06869 1.59285 -0.51 0.33 0.86
C 5.10784 -0.22500 1.35785 -1.06 0.04 1.69
O 4.27222 -0.26696 2.59065 -0.09 -0.69 -1.64
C 4.95354 0.29183 3.58991 0.73 0.62 0.54
O 4.73975 0.09901 4.75791 0.04 0.23 -0.71
O 5.92346 1.11007 3.10814 -0.32 -0.18 -1.71
F 5.90979 -1.31525 1.47359 0.41 -0.03 -0.24
H 5.28986 1.93894 1.18120 0.05 -0.53 0.63
H 6.81072 1.06004 1.13813 0.67 -0.08 0.26
H 4.50405 -0.33821 0.45509 -0.03 0.31 0.45
C 1.23157 0.41945 1.04607 0.49 0.68 0.04
C 0.95691 0.22446 -0.31569 -1.26 -0.94 0.77
C -0.37005 0.26535 -0.72530 -0.43 1.48 1.15
C -1.35658 0.80677 0.17981 0.45 -0.86 -2.56
C -1.03998 1.19615 1.40854 1.45 1.11 2.68
C 0.28227 0.97293 1.87314 -0.65 0.25 -0.05
N -2.71239 1.13744 -0.28758 -1.43 0.47 -0.39
O -3.65311 1.24836 0.53534 1.84 -0.37 -0.89
O -2.85633 1.36156 -1.48063 0.18 -0.44 0.80
H 2.23697 0.22328 1.43674 -0.39 0.22 -0.24
H 1.75509 -0.11097 -0.94421 0.13 -0.18 -0.57
H -0.68629 -0.01546 -1.69667 -0.10 -0.08 -0.76
H -1.71872 1.77193 2.04860 0.11 -0.48 -0.37
H 0.54742 1.31072 2.86947 -0.13 -0.19 0.05
C -7.78602 -0.27878 -0.23967 0.90 -1.47 0.32
C -6.42528 -0.16191 -0.09802 0.08 -1.21 -0.29
C -5.54192 -1.23963 -0.20913 -1.32 -0.05 0.65
C -6.16428 -2.45007 -0.39305 0.23 -0.96 -0.56
C -7.54734 -2.63456 -0.58608 1.47 0.06 0.16
C -8.34583 -1.54322 -0.47823 -1.42 1.82 -0.28
N -5.29561 -3.66295 -0.47785 0.54 0.20 1.10
O -5.44363 -4.38438 -1.45337 0.46 0.26 1.08
O -4.48764 -3.82748 0.47215 -1.42 0.04 -2.21
H -8.35557 0.57799 -0.01689 -0.92 0.78 -0.15
H -6.02184 0.74748 0.16853 0.85 1.97 0.30
H -4.49179 -1.12322 0.00623 0.10 -0.14 -0.26
H -7.93353 -3.60167 -0.79024 -0.20 -0.70 -0.13
H -9.43895 -1.54380 -0.62264 0.64 -0.56 0.15
C -1.46793 -7.04221 -0.16924 -0.04 1.16 1.55
C -1.66671 -6.32501 1.00768 0.29 -0.42 -0.84
C -1.62137 -4.93818 0.95198 0.12 -1.01 -0.73
C -1.40180 -4.33382 -0.27349 0.29 0.64 0.81
C -1.11064 -5.04226 -1.43556 -0.43 3.11 -0.66
C -1.14662 -6.36875 -1.33290 0.05 -3.09 0.09
N -1.48034 -2.84367 -0.28333 -1.05 -0.53 -0.46
O -1.75390 -2.26888 0.75731 0.49 -0.12 -0.29
O -1.41913 -2.30266 -1.37400 0.24 -0.09 0.33
H -1.53019 -8.10108 -0.07541 0.14 -0.67 -0.48
H -1.78276 -6.91592 1.90589 -0.24 0.49 0.28
H -1.74327 -4.38906 1.83365 -0.21 0.93 0.90
H -0.98319 -4.50240 -2.39796 0.20 -0.49 0.90
H -0.88370 -7.04111 -2.10407 0.12 -0.11 -1.35
C -0.71508 5.18502 3.98080 0.52 0.09 0.85
C -1.90726 5.18634 3.29812 0.11 -0.64 0.47
C -1.97258 4.85003 1.98146 -0.50 0.33 -0.53
C -0.78775 4.67165 1.33209 1.75 -0.42 -1.25
C 0.47609 4.65294 1.93747 -0.70 0.05 0.74
C 0.48362 4.89642 3.33388 0.94 -0.24 -0.79
N -0.79256 4.42144 -0.14085 -2.13 -0.50 -0.20
O -1.89645 4.25585 -0.68944 1.27 0.29 0.79
O 0.25422 4.36814 -0.72664 0.64 0.08 -0.23
H -0.80010 5.36415 5.06024 0.53 -0.06 -0.45
H -2.80845 5.26550 3.84021 -0.88 0.39 0.56
H -2.93039 4.75656 1.50208 0.00 -0.01 -0.39
H 1.37080 4.37524 1.34848 -0.69 0.38 0.55
H 1.46541 4.81816 3.85215 -1.13 0.26 -0.21
C 1.13445 5.65602 -4.98875 0.35 0.16 -0.21
C 1.63867 5.12258 -3.79630 -0.53 0.68 -1.27
C 1.96188 3.80306 -3.69079 -0.65 -1.44 0.80
C 1.63603 2.97489 -4.77863 1.45 1.41 1.41
C 1.30412 3.49590 -6.00426 -1.44 0.00 -0.10
C 1.02448 4.85010 -6.12595 -0.39 0.57 0.74
N 1.88956 1.56502 -4.61982 1.07 -0.07 1.01
O 2.27969 1.13476 -3.52400 -0.68 0.29 -1.17
O 1.79776 0.91817 -5.62560 -0.20 -1.33 -0.59
H 0.85306 6.72345 -4.98876 0.11 -0.72 -0.22
H 1.67438 5.78785 -2.98425 0.37 0.50 1.15
H 2.28041 3.35614 -2.72371 -0.17 0.40 -0.95
H 0.96539 2.82482 -6.76272 0.36 -0.33 -0.60
H 0.56095 5.25170 -7.02516 0.37 -0.17 0.04
C -2.25655 0.00453 3.92573 -2.67 -2.25 0.09
O -1.72229 0.81637 4.62103 0.76 1.32 0.92
N -3.52830 -0.51131 4.11374 2.16 2.08 1.07
C -4.13943 -1.29408 3.09318 0.83 -0.47 1.23
C -4.20745 0.06637 5.24062 -2.91 -0.22 -2.13
H -1.80847 -0.53926 3.13346 1.05 -0.33 -1.26
H -3.32899 -1.77071 2.58225 0.23 -0.90 -0.37
H -4.59143 -0.68631 2.38314 -1.46 1.00 -1.25
H -4.79385 -1.97034 3.61108 -0.46 -0.62 -0.44
H -4.22039 1.11419 5.23416 0.24 1.77 -0.43
H -5.27953 -0.18838 5.30445 0.47 -0.41 -0.33
H -3.77982 -0.17468 6.12060 1.63 -1.19 2.96
C -1.64094 1.13541 -4.68177 -0.30 -2.35 -1.04
O -1.96866 -0.03339 -4.92065 0.87 0.28 0.69
N -2.23200 2.14460 -5.28990 -1.02 1.65 -1.50
C -2.16315 3.43227 -4.64506 0.17 -0.13 1.89
C -3.30812 1.88683 -6.31140 1.48 2.09 1.43
H -0.77264 1.43444 -4.07958 -0.25 -0.19 0.49
H -1.63437 3.25290 -3.66735 -0.33 0.55 -0.89
H -3.15512 3.78729 -4.34043 0.00 -0.15 -0.22
H -1.66303 4.22413 -5.17734 0.24 0.11 -0.53
H -3.25789 2.55124 -7.17378 0.68 0.03 -0.01
H -3.20093 0.88785 -6.57758 -0.37 -1.67 -0.47
H -4.20928 2.17545 -5.83125 -1.24 -0.47 0.41
C 3.30898 3.51470 2.94986 0.84 0.68 0.93
O 3.40393 3.45177 1.74384 0.25 0.33 -0.39
N 3.91849 4.47899 3.76429 -1.27 -2.10 -0.88
C 3.87440 4.30668 5.18902 0.10 0.29 0.81
C 4.74182 5.52870 3.25205 -0.41 1.18 0.80
H 2.69870 2.76540 3.48956 0.29 0.30 0.37
H 4.87826 4.57910 5.54337 -0.28 -0.30 0.33
H 3.61881 3.28443 5.50265 0.20 0.30 -0.41
H 3.15358 4.98083 5.68375 0.16 -0.02 -0.18
H 4.27969 6.51854 3.40770 -0.39 -0.22 -0.35
H 5.62879 5.66042 3.87908 0.41 -0.64 -0.49
H 4.90034 5.37551 2.20574 0.46 -0.06 -0.51
C 3.10092 -3.67583 -5.88380 1.43 1.69 -0.52
O 3.87387 -2.70618 -5.98245 -0.72 -1.26 0.01
N 1.78834 -3.59114 -6.04875 -0.38 0.22 -0.58
C 0.98136 -4.76533 -5.81459 -0.84 0.17 -0.59
C 1.17043 -2.29857 -6.20821 -1.77 0.55 -0.25
H 3.43762 -4.68962 -5.69000 0.32 -0.33 0.12
H -0.03023 -4.62858 -6.26037 0.58 0.14 0.75
H 1.00845 -4.90901 -4.75294 -0.75 -0.54 0.66
H 1.34697 -5.65991 -6.31036 0.50 0.03 -0.04
H 0.35726 -2.31940 -6.98601 0.59 -0.30 0.80
H 0.72360 -1.88280 -5.26860 0.32 -0.51 -0.57
H 1.86631 -1.57014 -6.57211 0.64 0.15 0.00
C 2.19943 1.27533 6.53746 0.68 -0.95 -0.65
O 1.88413 1.39840 5.37567 -0.78 0.73 -1.75
N 1.35740 1.30438 7.53280 -1.84 -0.12 3.11
C 1.77695 1.14446 8.94411 0.26 -0.70 -0.77
C -0.11210 1.42144 7.26051 2.09 0.95 -0.35
H 3.21707 0.97041 6.70571 0.89 0.14 0.98
H 1.19362 0.35557 9.45019 0.19 0.24 -0.40
H 1.69782 2.04543 9.54892 -0.13 0.28 -0.25
H 2.82704 0.83603 8.92529 -0.14 0.04 0.17
H -0.66790 1.40733 8.18275 -0.12 -0.65 0.22
H -0.20033 2.42555 6.88851 -0.59 0.49 -0.53
H -0.37389 0.74523 6.45713 -0.40 -0.19 0.29
```
Positions in Å, forces in eV/Å.

Results
Orbital gap in eV: 8.37

Record 4
Computed, not measured: an isolated ion of composition C4H8NOS2 and charge +1 in a non-equilibrium geometry, with wB97M-V/def2-TZVPD.

XYZ file:
```
16
Properties=species:S:1:pos:R:3:forces:R:3
C 0.50632 -0.23896 -1.11579 0.22 -4.11 -2.02
C 0.44841 -0.19841 1.28321 -0.64 -3.60 0.11
C -0.93299 -0.44215 -0.74362 1.44 -1.37 -0.02
C -0.95882 -0.51097 0.72601 -0.09 0.23 1.26
N -1.44321 0.67901 0.01548 0.76 0.08 -0.48
O 1.27721 0.08979 0.06242 0.17 1.89 0.06
S -3.12884 0.93959 0.02820 -0.97 0.26 -1.13
S 1.73639 1.82657 -0.12178 1.49 -0.49 1.47
H 1.00806 -1.27747 -1.54846 -1.35 2.85 0.98
H 0.45193 0.52878 -1.83894 1.13 1.03 -0.77
H 0.50161 0.72054 1.84716 0.09 -0.28 0.64
H 0.87153 -1.24483 1.68526 -0.53 2.83 -0.38
H -1.36561 -1.09261 -1.52675 -0.83 0.50 1.02
H -1.64679 -1.14049 1.33780 0.62 0.55 -0.67
H -3.19536 1.31299 -1.30945 -0.01 -0.23 1.15
H 2.87804 1.75900 0.75716 -1.52 -0.15 -1.22
```
Positions in Å, forces in eV/Å.

Results
Charge: +1
Orbital gap in eV: 7.11

Record 5
Computed, not measured: a 4-piece molecular cluster, C2H10O3 overall, with wB97M-V/def2-TZVPD.

XYZ file:
```
15
Properties=species:S:1:pos:R:3:forces:R:3
C -2.12211 -0.49144 -0.46484 -0.13 0.10 -0.24
C -2.39945 0.08037 0.69668 -0.32 -0.42 0.26
H -1.30156 -1.18483 -0.59662 0.19 0.14 0.01
H -2.73998 -0.28575 -1.33260 -0.03 -0.11 0.01
H -1.81346 -0.12934 1.58129 0.10 0.04 0.04
H -3.31253 0.64446 0.85069 0.17 0.28 -0.11
H 1.88199 0.99765 0.35479 0.14 -0.26 -0.39
H 3.38654 0.69801 0.10975 -0.28 -0.20 -0.02
O 2.50097 0.32135 0.01912 0.01 0.44 0.35
H 1.37720 -1.27514 -0.18512 0.09 -0.39 -0.13
H 0.92001 -2.44326 0.68320 0.03 0.01 -0.31
O 0.97010 -2.16176 -0.24136 -0.03 0.35 0.43
H 0.18837 2.90549 -0.19627 0.00 -0.07 -0.01
H -0.77355 1.70872 -0.17011 0.05 -0.23 0.06
O 0.15373 1.95345 -0.05519 0.01 0.33 0.05
```
Positions in Å, forces in eV/Å.

Results
SMILES: C=C.O.O.O
Orbital gap in eV: 11.04

Record 6
Computed, not measured: one molecule with the formula H2N4O5S in a non-equilibrium geometry, with wB97M-V/def2-TZVPD.

XYZ file:
```
12
Properties=species:S:1:pos:R:3:forces:R:3
N 1.98850 -0.15507 -0.85326 1.50 0.10 -0.94
N -1.76953 -0.29227 -0.04982 0.48 -0.51 0.64
N 0.89554 0.07521 -0.18084 -2.30 0.50 1.29
N 0.64628 1.57957 0.10322 1.39 -2.26 -0.91
O 1.46623 2.29847 -0.32760 0.43 0.88 -0.19
O 2.29464 -1.28312 -1.13579 -0.50 0.20 0.36
O -0.34279 1.77393 0.71416 -0.83 0.72 0.76
O -0.26511 -2.24124 -0.10235 0.19 0.12 -0.37
O -0.29840 -0.79933 1.91231 -0.09 0.24 -0.10
S -0.40810 -0.97753 0.51263 -0.47 0.28 -0.28
H -2.10359 -0.53783 -0.95910 0.07 -0.27 -0.35
H -2.10366 0.55921 0.36644 0.13 -0.01 0.09
```
Positions in Å, forces in eV/Å.

Results
SMILES: NS(=O)(=O)N(N=O)[N+](=O)[O-]
Orbital gap in eV: 9.33